No. 1
This record from OMol25 describes a molecular structure, C24H29BeCl2N4O2S5. The level of theory is ωB97M-V/def2-TZVPD.

```
67
C24H29BeCl2N4O2S5 | OMol25 | ωB97M-V/def2-TZVPD
Be -1.240 0.604 0.740
N 2.297 2.870 2.662
C 1.488 1.671 2.248
C 2.244 0.865 1.206
C 1.438 -0.363 0.780
N 0.254 0.040 -0.023
C 1.002 -1.187 1.989
C 0.278 -0.355 3.046
N -1.019 0.112 2.502
C 1.128 0.844 3.468
H 2.628 3.394 1.840
H 3.101 2.613 3.236
H 1.688 3.538 3.172
H 0.582 2.091 1.812
H 3.196 0.520 1.623
H 2.472 1.484 0.332
H 2.081 -0.980 0.148
H -0.082 -0.789 -0.525
H 0.554 0.651 -0.784
H 1.887 -1.639 2.443
H 0.367 -2.012 1.660
H 0.105 -0.974 3.929
H -1.439 0.810 3.111
H -1.683 -0.662 2.469
H 2.035 0.471 3.955
H 0.586 1.451 4.199
C -0.072 6.637 2.915
S -0.299 4.849 2.747
C 0.209 4.570 1.086
C -0.354 3.634 0.295
S -1.766 2.671 0.636
S 0.471 3.363 -1.231
C 1.842 4.403 -0.980
S 3.107 4.522 -1.988
S 1.689 5.327 0.499
H -0.398 6.883 3.923
H -0.707 7.151 2.198
H 0.966 6.935 2.793
Cl -1.160 -3.982 0.562
C -0.846 -4.823 -0.930
C -0.292 -6.090 -0.881
C -0.029 -6.754 -2.067
C -0.330 -6.162 -3.283
C -0.908 -4.904 -3.309
Cl -1.306 -4.192 -4.832
C -1.176 -4.199 -2.133
N -1.778 -2.928 -2.159
C -1.083 -1.785 -2.525
C 0.244 -1.847 -2.963
C 0.908 -0.700 -3.377
C 0.272 0.531 -3.352
C -1.036 0.600 -2.881
C -1.721 -0.527 -2.452
C -3.118 -0.424 -1.903
C -3.196 -0.909 -0.456
O -3.859 -1.877 -0.153
O -2.481 -0.246 0.415
H -0.068 -6.540 0.075
H 0.408 -7.743 -2.045
H -0.137 -6.674 -4.215
H -2.586 -2.820 -1.558
H 0.751 -2.803 -3.005
H 1.924 -0.781 -3.741
H 0.777 1.420 -3.707
H -1.547 1.555 -2.843
H -3.816 -1.024 -2.489
H -3.450 0.615 -1.930
```

Values from the calculation:
- total charge = +1
- energy above the lowest of the compared OMol25 structures with the same formula, charge and spin (kJ/mol) = 0.0
- HOMO level (eV) = -10.31
- HOMO-LUMO gap (eV) = 7.19

---

No. 2
This record from OMol25 describes 3 unconnected molecules or ions with the total composition C24H29Cl3F5NO11. The level of theory is ωB97M-V/def2-TZVPD.

```
73
C24H29Cl3F5NO11 | OMol25 | ωB97M-V/def2-TZVPD
C 1.190 1.468 4.035
C 1.013 2.590 3.033
O 1.166 3.725 3.360
O 0.700 2.258 1.736
C 1.862 2.330 0.894
C 2.267 0.920 0.423
C 1.064 0.355 -0.353
C 0.932 -1.197 -0.365
C 1.037 -1.872 1.012
C 2.390 -2.581 1.400
Cl 2.658 -2.409 3.189
C 3.651 -2.007 0.666
C 4.726 -1.313 1.516
Cl 4.492 -3.430 -0.112
O 0.628 -1.010 2.089
C -0.727 -0.830 1.993
O -1.263 0.130 2.422
C -1.384 -2.028 1.259
C -2.505 -2.502 2.184
F -2.930 -3.722 1.873
F -2.159 -2.447 3.458
C -3.780 -1.566 2.039
F -3.947 -0.852 3.135
F -3.666 -0.708 1.049
F -4.875 -2.264 1.892
C -0.125 -2.921 1.079
Cl -0.019 -4.139 2.449
N -0.270 -3.734 -0.167
C 0.182 -4.889 -0.078
O 0.785 -5.851 -0.261
H 1.210 1.850 5.054
H 0.396 0.720 3.985
H 2.119 0.939 3.790
H 2.651 2.852 1.442
H 1.623 2.902 -0.009
H 3.132 1.057 -0.235
H 2.575 0.337 1.294
H 0.107 0.772 -0.024
H 1.191 0.680 -1.392
H 0.001 -1.434 -0.884
H 1.715 -1.625 -1.002
H 2.342 -3.643 1.166
H 3.414 -1.337 -0.156
H 5.260 -2.008 2.163
H 4.360 -0.437 2.053
H 5.477 -0.939 0.806
H -1.713 -1.863 0.234
C -0.574 0.189 -6.489
C 0.501 -0.121 -5.476
C 0.015 -0.808 -4.227
O 0.998 -0.398 -3.262
C 1.479 0.800 -3.671
O 2.172 1.508 -3.011
O 1.065 1.085 -4.925
H -0.916 -0.723 -6.978
H -1.429 0.675 -6.016
H -0.196 0.874 -7.247
H 1.314 -0.682 -5.947
H -0.011 -1.892 -4.314
H -0.963 -0.449 -3.895
C -4.056 4.306 1.028
C -3.711 3.068 0.237
C -2.266 2.656 0.309
O -2.096 1.953 -0.934
C -2.986 2.474 -1.814
O -2.989 2.246 -2.981
O -3.868 3.287 -1.181
H -4.041 4.096 2.097
H -3.351 5.112 0.820
H -5.047 4.669 0.755
H -4.374 2.244 0.520
H -2.045 2.002 1.151
H -1.575 3.502 0.322
```

Values from the calculation:
- structure (SMILES) = CC(=O)OCCCC[C@@]1([C@H](Cl)[C@@H](C)Cl)OC(=O)[C@H](C(F)(F)C(F)(F)F)[C@@]1(Cl)N=C=O.C[C@@H]1COC(=O)O1.C[C@@H]1COC(=O)O1
- HOMO level (eV) = -10.30
- HOMO-LUMO gap (eV) = 10.51

---

No. 3
This record from OMol25 describes a molecular structure, C24H29CoN3O9S2. The level of theory is ωB97M-V/def2-TZVPD.

```
68
C24H29CoN3O9S2 | OMol25 | ωB97M-V/def2-TZVPD
Co -0.537 0.305 -1.130
C 2.455 0.122 -2.137
C 2.251 -1.330 -1.776
O 1.022 -1.462 -1.063
C 0.293 -2.638 -1.405
C -0.520 -2.423 -2.664
O -1.380 -1.308 -2.430
C -2.057 -0.829 -3.591
C -1.258 0.271 -4.253
O -1.101 1.277 -3.265
C -0.144 2.283 -3.572
C 1.290 1.742 -3.470
O 1.223 0.547 -2.698
H 3.266 0.203 -2.866
H 2.690 0.726 -1.261
H 3.073 -1.691 -1.153
H 2.213 -1.921 -2.694
H -0.378 -2.848 -0.578
H 0.967 -3.487 -1.525
H -1.123 -3.313 -2.862
H 0.123 -2.231 -3.529
H -3.011 -0.429 -3.247
H -2.238 -1.644 -4.294
H -1.798 0.667 -5.118
H -0.286 -0.106 -4.584
H -0.293 3.061 -2.827
H -0.337 2.703 -4.562
H 1.922 2.483 -2.981
H 1.708 1.503 -4.452
O -0.988 -2.984 1.579
C -1.607 -2.504 2.674
C -1.923 -3.388 3.704
C -2.547 -2.929 4.847
C -2.872 -1.582 4.986
C -2.562 -0.703 3.969
C -1.930 -1.141 2.804
C -1.611 -0.134 1.742
O -1.882 1.052 1.943
O -1.046 -0.584 0.657
H -0.848 -2.192 1.015
H -1.668 -4.433 3.581
H -2.777 -3.624 5.645
H -3.363 -1.228 5.881
H -2.806 0.348 4.052
N 3.732 -1.290 3.580
C 3.208 -0.225 2.903
C 1.897 0.210 3.161
C 1.350 1.241 2.433
C 2.097 1.842 1.424
C 3.409 1.452 1.176
C 3.964 0.432 1.918
S 1.343 3.025 0.380
O 2.229 3.313 -0.711
O 0.756 4.115 1.105
N 0.079 2.125 -0.277
C -1.169 2.487 -0.125
S -1.850 3.908 0.674
C -3.386 3.358 0.216
C -3.327 2.176 -0.515
N -2.109 1.707 -0.721
H 3.264 -1.606 4.411
H 4.725 -1.436 3.545
H 1.318 -0.272 3.940
H 0.346 1.591 2.637
H 3.986 1.967 0.418
H 4.992 0.134 1.752
H -4.279 3.896 0.494
H -4.180 1.642 -0.908
```

Values from the calculation:
- total charge = +1
- multiplicity = 5
- HOMO level (spin up / spin down) (eV) = -10.33 / -10.32
- HOMO-LUMO gap (spin up / spin down) (eV) = 8.18 / 4.88

---

What F_max values result from the calculations? In sequence: 0.12; 2.53; 1.41 eV/Å.